[1]
Here is one molecule with the formula C11H9NO in a non-equilibrium geometry from the OMol25 dataset. Energies are from the ωB97M-V functional and the def2-TZVPD basis.

```
22
Properties=species:S:1:pos:R:3:nbo_charge:R:1
C -0.5896 -1.7322 0.2361 -0.21
C -0.6967 1.2486 -0.9942 -0.20
C 2.8846 -0.3189 0.6517 -0.28
C 1.8699 -1.2329 0.5710 -0.13
C -1.0409 1.2672 0.4771 -0.34
C 2.5323 1.0231 0.3810 0.07
C 0.4958 -0.8648 0.2876 -0.04
C 0.3209 0.7026 0.0107 0.10
C -2.0403 0.2507 0.7136 0.59
C -1.4989 0.0558 -1.5934 -0.38
C -1.7192 -0.8942 -0.2074 -0.35
N 1.3940 1.4791 0.1169 -0.41
O -2.8595 0.2632 1.5386 -0.50
H -0.2959 2.2003 -1.3691 0.27
H 3.8601 -0.7055 1.0353 0.23
H 2.1098 -2.2547 0.6554 0.21
H -0.9023 2.0707 1.2178 0.26
H 3.2598 1.8415 0.5232 0.18
H -2.6088 0.3015 -1.7758 0.22
H -1.0329 -0.3557 -2.4765 0.22
H -0.7267 -2.8301 0.3486 0.24
H -2.7153 -1.5153 -0.3480 0.24
```

The HOMO-LUMO gap comes out at 7.67 eV. Its multiplicity is 1. The HOMO energy comes out at -8.01 eV. The calculation puts the LUMO energy at -0.013 Eh. The value obtained for the calculated total energy is -15086.990 eV. Its charge is 0. As for the energy above the lowest of the compared OMol25 structures with the same formula, charge and spin: 52.6 kcal per mole.

***

[2]
Here is C21H62CaLiN3O19 as an isolated structure in a non-equilibrium geometry from the OMol25 dataset. Energies are from the ωB97M-V functional and the def2-TZVPD basis.

```
107
Properties=species:S:1:pos:R:3:lowdin_charge:R:1
Ca 0.7723 -0.1212 1.0720 1.49
Li 2.5780 1.6992 3.5993 0.69
N 0.1026 1.5088 4.3541 -0.49
O 1.1483 2.3157 4.5950 -0.15
O -0.9878 1.5311 4.9808 0.04
O 0.2464 0.6126 3.4793 -0.14
N -1.5971 -0.2542 -0.7286 -0.47
O -1.5511 -0.6677 0.4861 -0.11
O -0.4952 -0.0332 -1.2928 -0.07
O -2.6741 -0.1597 -1.3332 0.05
N 3.7629 -0.3912 3.0415 -0.52
O 3.9628 0.3167 4.1152 -0.10
O 3.0248 0.1830 2.1503 -0.20
O 4.3089 -1.4898 2.8944 0.06
C -3.6577 -3.2858 1.1990 -0.07
C -2.5682 -3.6648 0.2139 -0.27
O -1.3405 -3.9533 0.9070 -0.10
H -4.0266 -4.1935 1.6910 0.08
H -4.5363 -2.8805 0.7083 0.08
H -3.2782 -2.6055 1.9585 0.06
H -2.3183 -2.9202 -0.5493 0.10
H -2.8705 -4.6176 -0.3096 0.13
H -1.3544 -4.8980 1.0747 0.10
C -4.5480 3.4545 -0.2037 -0.07
C -3.8236 3.0359 -1.4887 -0.32
O -4.4489 1.9529 -2.1382 -0.07
H -5.5462 3.7617 -0.5044 0.08
H -4.0541 4.3488 0.1566 0.06
H -4.4551 2.6964 0.5705 0.05
H -2.7987 2.8055 -1.2353 0.07
H -3.8342 3.8762 -2.1586 0.10
H -3.9386 1.1346 -2.0416 0.04
C 0.1798 3.6550 -3.6973 -0.07
C -0.0687 2.8732 -2.4309 -0.28
O 0.2397 3.6825 -1.2575 -0.10
H -0.0271 2.9176 -4.4964 0.09
H 1.2185 4.0384 -3.7719 0.08
H -0.5153 4.5253 -3.7931 0.09
H 0.6359 2.0488 -2.4106 0.09
H -1.0942 2.5020 -2.3371 0.10
H -0.2764 4.4642 -1.4394 0.09
C 3.1498 -3.5766 0.4136 -0.06
C 1.9838 -3.3504 -0.5270 -0.26
O 1.6761 -1.9398 -0.6343 -0.16
H 3.0305 -2.8639 1.1948 0.04
H 4.0929 -3.4094 -0.0684 0.07
H 3.0344 -4.6201 0.6907 0.08
H 1.0761 -3.7909 -0.1207 0.09
H 2.1061 -3.7063 -1.5628 0.12
H 1.8499 -1.6403 -1.5246 0.02
C -4.2954 1.8077 3.5657 -0.07
C -4.0373 0.4053 3.0354 -0.28
O -3.7987 0.5374 1.6225 -0.12
H -5.1143 2.2472 3.0504 0.06
H -3.3915 2.4098 3.4736 0.06
H -4.4847 1.8088 4.6446 0.08
H -4.8559 -0.2836 3.2885 0.11
H -3.1092 0.0420 3.4666 0.09
H -3.2856 -0.2034 1.2788 0.03
C -1.3264 2.7217 1.6326 -0.09
O -0.2293 2.1173 0.9248 -0.23
H -1.0732 3.0626 2.6358 0.08
H -1.6799 3.5920 1.0616 0.09
H -2.1169 2.0133 1.7165 0.04
H -0.1088 2.6293 0.1086 0.03
C -1.5472 -1.2178 -4.3642 -0.05
O -0.4755 -0.2804 -3.9319 -0.19
H -1.1041 -1.5856 -5.2859 0.08
H -1.6506 -1.9987 -3.6319 0.07
H -2.4097 -0.5831 -4.5554 0.08
H -0.6710 -0.0421 -3.0130 0.01
C 3.7051 2.4984 -1.9012 -0.03
C 3.4230 1.9017 -0.5142 -0.46
C 3.0271 3.0968 0.4090 -0.02
O 2.3753 0.9823 -0.4667 -0.14
H 3.6761 1.6249 -2.5677 0.05
H 4.7525 2.9141 -1.9587 0.11
H 3.0031 3.2269 -2.3195 0.07
H 4.3289 1.4390 -0.1788 0.13
H 2.8160 2.7628 1.4049 0.04
H 2.0980 3.4502 -0.0535 0.06
H 3.8553 3.8085 0.3551 0.09
H 2.2968 0.5461 -1.3265 0.05
C -0.9651 -2.3546 4.2234 -0.03
C 0.4322 -2.4594 3.6386 -0.45
C 1.0984 -3.8419 3.9513 -0.02
O 0.3936 -2.2180 2.2332 -0.17
H -1.5554 -3.1005 3.7031 0.07
H -1.4270 -1.3732 4.1105 0.06
H -1.0376 -2.5800 5.2946 0.09
H 1.0573 -1.6721 4.0627 0.12
H 1.1236 -4.0828 5.0072 0.07
H 2.1187 -3.7967 3.5533 0.07
H 0.5780 -4.6809 3.4779 0.07
H -0.4054 -2.6820 1.9051 0.06
C 4.3884 -1.0276 -3.2419 -0.04
C 3.1169 -0.6564 -3.9591 -0.46
C 2.7033 -1.6914 -5.0024 -0.04
O 2.0323 -0.5350 -2.9951 -0.11
H 4.2221 -1.9540 -2.6654 0.08
H 4.8192 -0.2918 -2.5541 0.08
H 5.0801 -1.3297 -4.0663 0.10
H 3.2620 0.2830 -4.4809 0.13
H 2.4484 -2.6025 -4.4749 0.08
H 3.4411 -1.8668 -5.8035 0.09
H 1.8241 -1.3286 -5.5484 0.08
H 1.1633 -0.5150 -3.4650 0.06
```

The HOMO-LUMO gap comes out at 9.97 eV. Its multiplicity is 1. The HOMO energy comes out at -9.68 eV. The calculation puts the LUMO energy at 0.011 Eh. The value obtained for the calculated total energy is -84795.304 eV. Its charge is 0.

***

[3]
Here is a 3-piece molecular cluster, H4IO2 overall from the OMol25 dataset. Energies are from the ωB97M-V functional and the def2-TZVPD basis.

```
7
Properties=species:S:1:pos:R:3:nbo_charge:R:1
I -0.2933 0.3917 -1.4602 -0.96
O 0.0056 -3.1025 -0.5738 -0.98
H 0.5777 -2.8223 0.1461 0.46
H -0.3881 -2.2596 -0.8622 0.50
O 0.0307 2.9917 1.0227 -0.98
H -0.1160 2.5811 0.1519 0.50
H 0.1835 2.2199 1.5756 0.46
```

The HOMO-LUMO gap comes out at 7.87 eV. Its multiplicity is 1. The HOMO energy comes out at -4.04 eV. The calculation puts the LUMO energy at 0.141 Eh. The value obtained for the calculated total energy is -12263.672 eV. Its charge is -1. As for the energy above the lowest of the compared OMol25 structures with the same formula, charge and spin: 0.0 kcal per mole.